(1)
Entry from the OMol25 dataset: a structure of composition C13H14I2N7O2SSeW (wB97M-V/def2-TZVPD).

Values from the calculation:
frontier orbital gap = 4.3 eV
E_LUMO = -12.33 eV
HOMO level = -0.6109 hartree
energy relative to the best compared isomer or geometry (same formula, charge and spin) = 0.0000 eV

Geometry as ORCA input:
```
! RIJCOSX wB97M-V def2-TZVPD def2/J DEFGRID3
* xyz 3 1
H -2.94 -2.72 -1.89
N -2.03 1.32 2.26
I 0.16 2.42 -0.60
Se 2.73 -1.69 -1.83
N 2.19 -3.33 -2.07
C 0.45 3.69 5.07
C -0.90 0.68 1.99
H 2.42 0.59 3.92
N 0.22 0.84 2.65
H 3.34 2.05 5.68
C 0.85 0.40 -4.28
H 2.07 4.04 6.43
C 0.27 -2.13 -1.74
C -1.37 -4.22 -2.12
I -3.28 0.77 -1.90
C 0.63 1.76 3.67
H -1.02 3.19 3.64
C 2.38 2.28 5.23
H -2.87 1.05 1.78
H -0.11 4.56 5.39
C -1.87 -2.91 -1.90
O -0.18 0.65 -3.24
C -0.02 -4.48 -2.18
H -1.53 0.20 -5.96
C 0.87 -3.38 -2.00
C 1.67 3.40 5.65
W -0.82 0.30 -1.61
H 0.36 -5.48 -2.36
N -1.09 -0.51 -5.37
H 0.94 0.17 2.41
H 0.87 -0.28 -6.15
H -2.09 -5.01 -2.25
H -1.21 -1.41 -5.84
N 0.30 -0.26 -5.30
S -0.94 -0.58 0.73
N 1.05 -1.08 -1.58
O 1.94 0.78 -4.06
H -2.14 1.85 3.11
C -0.09 2.88 4.08
N -1.06 -1.88 -1.70
C 1.87 1.47 4.24
*
```


(2)
Entry from the OMol25 dataset: a cluster of 3 separate species, C33H69ClN8O5P3 in total (wB97M-V/def2-TZVPD).

Values from the calculation:
frontier orbital gap = 5.5 eV
E_LUMO = -4.11 eV
HOMO level = -0.3544 hartree

Geometry as ORCA input:
```
! RIJCOSX wB97M-V def2-TZVPD def2/J DEFGRID3
* xyz 1 1
C -0.46 1.54 -6.20
C 3.83 -0.67 3.19
H -2.80 -1.09 7.30
H -2.23 -0.97 -1.25
H 2.22 -2.78 2.71
H 4.20 2.37 0.38
H 0.80 -2.03 3.45
O -0.60 -0.11 6.74
H 1.10 1.65 -7.67
C 1.02 4.61 -6.62
H -2.74 -3.47 -3.91
C -2.12 0.36 10.22
H -3.84 -0.62 8.63
H 2.01 2.42 7.36
H -0.46 2.67 9.19
N 2.79 1.20 1.41
H -3.17 0.64 10.28
O -6.11 1.60 -3.85
H -5.05 -0.67 -2.37
C 3.40 1.66 0.17
P -0.24 -0.32 8.19
C -1.63 2.18 -6.71
C -4.94 1.59 -4.04
H 2.57 -0.54 -7.10
H 1.28 2.84 9.41
H 1.64 1.50 -5.98
H 0.37 2.36 6.68
C 0.50 -0.21 -4.67
C -2.03 0.21 -4.89
Cl -3.86 2.65 -3.13
C -0.26 0.67 2.97
N -1.81 -0.07 8.87
H -2.39 -3.00 -6.26
H 5.45 -2.09 -4.85
H 0.48 -2.76 10.80
H 3.08 -2.96 -6.14
C -3.33 -2.63 -5.84
H 2.32 -1.61 8.82
H -1.32 0.55 -8.98
C -1.29 2.73 -8.98
C -0.67 0.52 -5.26
C 1.88 -1.99 3.39
O -1.47 3.17 -7.61
H -4.98 0.91 -6.01
H -4.28 -2.07 -1.53
C -2.84 -0.99 8.39
C 1.93 -1.04 9.67
C 1.12 3.42 -6.49
H 2.24 2.08 3.25
H -4.57 -0.39 -4.92
H 2.69 -0.40 -2.44
C 1.16 1.76 7.14
C -0.72 -0.97 1.30
H 1.09 5.65 -6.83
H 3.55 -1.87 -1.96
H -1.74 -0.60 1.35
H 0.23 -0.76 -3.78
C 0.92 1.96 -6.64
H 2.67 2.16 -0.49
H 4.27 0.31 3.07
H -1.08 -2.40 10.12
C -0.01 -2.36 9.92
H 1.19 -2.24 -5.21
H -0.18 0.04 3.86
H -4.57 -0.61 -0.63
C -1.93 1.39 -9.34
H 0.44 1.68 10.38
H 0.24 1.61 3.18
H 2.25 -2.23 4.39
N -2.99 0.93 -5.48
H -1.57 1.25 10.51
H 0.20 -3.02 9.07
H -2.74 -2.00 8.82
H -0.67 -1.89 1.89
H 4.33 -1.36 2.51
H 3.20 3.09 2.23
H -1.78 3.48 -9.60
C 2.40 2.35 2.20
H 4.20 -3.06 -4.12
P 1.88 -0.26 1.33
H -3.50 -1.65 -6.30
C 1.16 -1.24 -5.65
H 2.96 0.03 -5.50
H 1.50 2.84 1.80
C 0.46 2.12 9.38
O 4.11 -1.03 -3.77
H 1.24 0.52 -4.36
N 0.23 0.04 1.75
N -2.85 1.90 -6.35
H -2.01 1.31 -10.42
H 2.34 -1.96 -3.30
H 3.85 0.84 -0.38
H -4.24 -2.55 -3.88
H -4.16 -3.27 -6.13
C -4.40 0.66 -5.13
H 2.38 -0.05 9.65
C 3.10 -1.34 -2.81
C -2.88 -0.52 -2.01
H 0.57 -1.33 -6.57
H -0.24 2.75 -9.29
H 1.51 1.03 6.42
N 0.44 -0.97 9.66
H -2.77 0.56 -1.87
H -0.53 -1.24 0.25
C 3.61 -2.02 -5.99
N 2.36 -0.65 2.97
H 4.32 -1.94 -6.82
N 0.71 1.11 8.37
C -4.32 -0.98 -1.63
H 2.27 -1.51 10.59
C 4.38 -2.11 -4.64
H -1.94 -0.41 10.98
H -1.31 0.93 2.85
H 4.04 -0.98 4.22
H -2.94 1.30 -8.94
P -2.26 -1.13 -3.63
C 2.62 -0.85 -6.05
O 1.72 -0.30 -0.16
C -3.22 -2.57 -4.30
*
```


(3)
Entry from the OMol25 dataset: a structure of composition C28H77BrNNbO9P (wB97M-V/def2-TZVPD).

Values from the calculation:
frontier orbital gap = 5.3 eV
E_LUMO = 1.65 eV
HOMO level = -0.1337 hartree
energy relative to the best compared isomer or geometry (same formula, charge and spin) = 0.0000 eV

Geometry as ORCA input:
```
! RIJCOSX wB97M-V def2-TZVPD def2/J DEFGRID3
* xyz -1 1
H 8.36 3.65 2.52
H 3.89 -0.96 1.37
H 2.70 -4.12 -2.80
H -3.85 2.07 -0.22
P 8.06 5.11 0.90
Br 5.71 4.25 3.05
C -3.69 1.96 0.85
C -6.81 -1.59 -1.74
H 3.07 -4.47 -1.11
H 5.86 -0.70 -0.29
O -1.33 1.46 0.58
O -5.45 -2.19 -5.95
C -4.13 -0.17 -6.11
O -7.80 0.03 -4.50
C -8.94 0.84 -4.21
H -2.15 -1.98 4.54
H -2.37 0.91 2.19
C 3.55 0.02 1.01
C 4.33 1.40 7.65
H 0.20 -1.90 5.31
C 2.58 0.57 2.07
C 2.92 -3.67 -1.83
H 7.09 1.12 7.84
C 0.38 -1.42 4.33
N 8.35 6.25 2.15
H -1.24 -3.77 2.36
H -8.61 1.46 -3.37
H 5.98 6.47 0.69
H 5.39 5.37 -1.24
C -0.63 -1.94 3.32
Nb 5.61 4.68 0.41
H 4.99 1.47 1.67
H -3.06 -2.50 -7.19
H 7.60 6.94 2.09
C -3.86 -2.05 -7.78
H -4.77 -2.59 -5.40
C 3.31 0.74 3.41
H -7.74 -1.89 -1.25
C 4.62 1.91 -0.35
C -5.67 -2.54 -1.44
H -9.83 -0.64 -2.91
H 8.21 5.81 3.06
H 1.40 -1.65 4.03
C 3.98 -1.65 -2.91
H -4.62 1.62 1.31
H -0.46 -1.43 2.36
H -4.62 -2.01 -3.00
H -10.42 -0.68 -4.57
C -9.29 1.72 -5.39
H -3.68 0.55 -6.79
H -8.02 -0.55 -5.24
H 5.15 -3.97 -3.14
H -3.02 -0.39 -0.51
H 4.05 0.92 8.59
H -3.33 -0.58 -5.48
H 3.63 2.37 -0.29
C 4.79 0.88 0.76
H 3.58 1.78 3.60
H 4.76 -0.40 6.57
H -0.72 -3.96 4.05
H 3.79 -2.04 -3.91
H 4.88 -1.04 -2.94
H 3.00 -0.17 0.07
H -5.64 -0.88 -7.45
H 0.48 -3.71 2.77
H 2.30 2.75 2.09
H -4.39 -2.84 -8.31
H 7.19 -0.44 7.00
H -3.75 -0.83 1.04
H 3.42 1.61 7.08
H -6.97 -1.55 -2.82
H 0.29 -0.34 4.45
O 5.64 2.88 -0.24
C -5.98 -3.96 -1.89
H 4.81 2.36 7.88
H 1.79 -0.19 2.20
H 0.80 1.82 1.95
H -6.88 -4.34 -1.40
H 2.05 -3.08 -1.53
H 4.26 0.20 3.44
H -4.84 0.34 -5.46
H 4.03 5.31 1.00
C 5.27 0.53 6.83
H -2.02 -1.07 0.79
H 4.39 -2.39 -0.94
H -1.42 1.54 -0.38
C -2.86 -0.41 0.57
C -10.11 -0.02 -3.76
H 3.14 -1.02 -2.62
H -10.13 2.38 -5.15
H -9.58 1.11 -6.24
H -8.44 2.33 -5.68
H 6.34 -0.51 1.41
H -6.55 -0.58 -1.41
C 6.04 0.04 0.51
H 4.69 1.42 -1.34
O -1.96 -1.57 3.69
C 1.85 1.86 1.65
O 8.62 3.73 1.60
H 6.32 -0.31 8.54
H -3.44 2.94 1.26
C -0.52 -3.44 3.11
C 4.16 -2.80 -1.93
H -5.44 -2.55 -0.37
O 5.57 1.13 5.58
C -2.56 0.98 1.11
H 1.84 1.99 0.56
H 6.88 0.66 0.21
O -4.47 -2.07 -2.05
C 6.54 0.20 7.60
O 5.31 -3.59 -2.27
H 2.71 0.39 4.26
C -4.81 -1.30 -6.86
H -10.97 0.59 -3.48
H -5.15 -4.63 -1.67
H -3.41 -1.37 -8.51
H 6.00 1.98 5.72
H -6.16 -3.97 -2.97
*
```